82
Properties=species:S:1:pos:R:3:forces:R:3:mulliken_charge:R:1 method="wB97M-V/def2-TZVPD" multiplicity=1 e_tot_ev=-71210.9352 gap_ev=7.59 smiles=COc1ccc([C@@H](B2OC(C)(C)C(C)(C)O2)c2ccc(Oc3ccccc3)cc2)cc1.Cc1ccc(-c2ccc(Cl)cc2)s1 e_homo_ev=-7.287 e_above_lowest_kj_mol=0.0
C -1.347794 3.449642 5.268996 0.6 0.0 -0.6 -0.7884
O -0.332122 3.661874 4.250567 -0.7 0.1 0.4 -0.4697
C -0.385085 2.892749 3.124671 0.1 -0.7 -0.3 0.5200
C 0.374608 3.307103 2.008888 -0.6 0.1 1.1 -1.0742
C 0.402007 2.529079 0.870152 -0.1 -0.5 -0.2 0.2970
C -0.244586 1.287352 0.819803 -0.2 0.9 0.2 0.3060
C -0.407043 0.561042 -0.468664 -1.8 0.9 -3.5 -0.2334
B -0.064366 1.111075 -2.069165 2.7 -0.9 3.7 1.4171
O 0.021083 2.439801 -2.401453 -0.1 -0.7 -0.1 -0.7402
C 1.177273 2.516641 -3.272243 0.3 -0.1 -0.5 1.8064
C 0.883301 3.588746 -4.299234 0.1 0.0 -0.4 -1.9893
C 2.383130 2.933248 -2.430740 0.1 0.0 0.3 -1.8454
C 1.328361 1.029220 -3.839691 -0.4 0.1 -0.4 1.6986
C 0.619556 0.790907 -5.169758 0.0 0.2 -0.2 -2.0785
C 2.745167 0.494463 -3.949918 0.4 0.1 0.1 -1.5813
O 0.639119 0.232322 -2.855002 -0.3 0.7 -0.2 -0.5934
C -0.726268 -0.905037 -0.485757 -0.6 -0.3 -0.1 0.9444
C -1.454082 -1.367073 -1.597813 -0.2 -0.6 0.3 -1.0233
C -2.025935 -2.633803 -1.631743 0.3 0.1 0.4 -0.5063
C -1.821294 -3.493329 -0.544754 0.1 0.2 0.1 -0.0128
O -2.449079 -4.727109 -0.475183 -0.6 -0.1 -0.2 -0.4988
C -3.730301 -4.818019 -1.046773 0.4 0.1 0.1 0.0479
C -3.968624 -5.899852 -1.898377 0.0 0.5 0.0 -0.4321
C -5.163964 -5.933409 -2.617850 -0.1 0.1 0.3 -0.3984
C -6.140266 -4.951805 -2.409716 0.0 -0.1 0.0 -0.4764
C -5.927322 -3.935414 -1.472707 0.2 -0.2 0.1 -0.4871
C -4.716782 -3.858765 -0.780170 0.1 -0.3 -0.1 -0.0443
C -0.969610 -3.124128 0.505046 -0.6 0.1 -0.4 -1.4629
C -0.498264 -1.811533 0.559813 0.3 0.2 -0.4 0.2599
C -0.995402 0.889059 1.940041 -0.1 0.0 -0.3 -0.9360
C -1.087469 1.669158 3.077191 0.4 0.7 0.2 -0.2634
H -1.293728 4.343949 5.893303 -0.1 -0.2 0.0 0.2843
H -2.352186 3.351100 4.825154 0.4 0.1 0.1 0.3508
H -1.110041 2.551164 5.862008 -0.1 0.3 -0.2 0.2163
H 0.934275 4.237413 2.086702 -0.2 -0.1 -0.1 0.3966
H 0.914385 2.887516 -0.020337 0.0 -0.1 0.2 0.2440
H -1.375797 1.027862 -0.869014 -0.4 -0.5 1.0 0.1289
H 1.717575 3.673681 -5.003376 -0.1 0.0 0.0 0.3622
H -0.033949 3.372207 -4.857073 0.2 0.1 0.1 0.3598
H 0.773321 4.560006 -3.804164 0.0 -0.2 0.0 0.4641
H 3.275808 3.089866 -3.053381 -0.3 -0.1 0.1 0.4549
H 2.166901 3.887538 -1.930061 0.0 -0.2 -0.1 0.4927
H 2.623324 2.184385 -1.656968 -0.2 0.2 -0.3 -0.0593
H 1.171983 1.263379 -5.989770 -0.2 0.0 0.1 0.3807
H 0.587517 -0.287507 -5.370217 0.0 0.2 0.1 0.4766
H -0.408381 1.173450 -5.161246 0.2 -0.1 0.0 0.3647
H 3.312671 1.075715 -4.688210 -0.1 -0.1 0.1 0.3621
H 3.282898 0.520739 -2.992929 -0.2 0.0 -0.2 0.1118
H 2.714742 -0.546250 -4.297255 -0.1 0.2 0.1 0.4411
H -1.658963 -0.712228 -2.445479 0.1 -0.1 0.2 0.2040
H -2.651898 -2.938263 -2.469025 0.2 0.1 0.2 0.4560
H -3.196724 -6.662110 -2.010277 -0.2 0.3 -0.1 0.4121
H -5.326212 -6.738181 -3.335056 -0.1 0.2 0.2 0.3601
H -7.077884 -4.987308 -2.970213 0.3 0.0 0.2 0.3563
H -6.701618 -3.189779 -1.275956 0.2 -0.3 -0.1 0.3670
H -4.526167 -3.062275 -0.053960 0.0 -0.3 -0.4 0.4236
H -0.748858 -3.840292 1.295975 -0.2 0.2 -0.1 0.5451
H 0.049205 -1.477921 1.441621 -0.2 -0.1 -0.4 0.3035
H -1.580648 -0.029773 1.907593 0.2 0.2 0.0 0.6491
H -1.669473 1.321740 3.935295 0.2 0.1 -0.3 0.4479
C 4.944148 1.967555 -0.057146 0.1 0.5 -0.1 -1.3461
C 3.871768 1.144419 0.553767 -0.5 -1.4 0.1 0.5066
C 3.403849 -0.104421 0.152811 0.4 0.9 0.4 -0.4081
C 2.558495 -0.709552 1.122178 -0.3 0.7 0.6 -0.4206
C 2.303130 0.100981 2.223159 1.8 -0.4 -1.0 0.3269
C 1.722787 -0.244479 3.501977 -0.7 -0.4 0.9 0.6398
C 1.114438 -1.505740 3.726789 0.2 0.7 0.1 0.0367
C 0.411416 -1.746404 4.906288 0.2 0.5 0.1 -0.9744
C 0.369571 -0.751035 5.895935 0.4 0.2 -1.1 0.4114
Cl -0.590381 -0.997005 7.294509 -0.3 -0.1 0.5 -0.2414
C 1.056567 0.463121 5.734435 -0.3 -0.6 -0.1 -0.9591
C 1.734696 0.698350 4.550126 -0.1 -0.3 -0.2 -0.6266
S 3.222440 1.586921 2.086636 -0.1 -0.8 -0.4 -0.4065
H 5.521410 1.368444 -0.770397 -0.1 0.2 0.1 0.3506
H 4.537173 2.845442 -0.576778 0.2 -0.1 0.0 0.2133
H 5.608258 2.330614 0.739785 0.0 -0.1 -0.4 0.4451
H 3.728696 -0.592825 -0.767929 -0.1 0.2 0.3 0.4039
H 2.175761 -1.721044 1.025179 0.1 0.2 0.0 0.6350
H 1.199368 -2.282556 2.960392 -0.2 0.3 0.4 0.4539
H -0.120013 -2.684071 5.050755 0.2 0.2 0.1 0.4358
H 1.022478 1.219814 6.515291 0.0 -0.2 -0.1 0.4981
H 2.273922 1.639441 4.430096 -0.3 -0.2 0.0 0.3073